# C56H126F6MgNO31S2

A structure of composition C56H126F6MgNO31S2 at a distorted geometry (ωB97M-V/def2-TZVPD, OMol25).

Output
**Multiplicity**: 1
**Highest occupied orbital energy**: -9.78 eV
**Total charge**: +1
**HOMO-LUMO gap**: 2.21 eV
**Energy relative to the best compared isomer or geometry (same formula, charge and spin)**: 219.0 kcal per mole

Last column: Löwdin charge in e.
Positions of all 223 atoms, in Å:
H -0.279856 -1.796606 -6.332902  0.12
C -11.337236 0.781232 9.408308  -0.05
H 7.201299 5.683094 -10.887713  0.12
H -5.911021 5.014678 -6.445578  0.12
H -6.149813 5.460982 -4.095989  0.12
H -8.055706 5.038850 -0.768214  0.09
C 4.335129 0.673503 12.060727  -0.22
H -11.475281 0.285194 -6.831626  0.08
H -15.964921 1.733970 -14.701096  0.09
C 6.275639 1.535189 13.117291  -0.13
O 4.882257 -1.012450 -4.485718  -0.22
H -13.205523 2.909511 -11.125831  0.13
H -2.451594 -10.378293 8.912576  0.08
H 5.521340 6.506753 -9.550704  0.11
N -0.568850 -1.965352 -0.243706  -0.33
C -5.971787 1.999215 7.529930  -0.16
C 4.885015 -0.067681 -3.462969  -0.12
H 11.063563 3.851153 1.755870  0.12
C 9.175414 5.237585 -9.388947  -0.18
H -0.266416 -6.379676 -5.119748  0.14
C -5.425182 -7.522976 8.982587  -0.17
H -5.616262 7.608045 -8.846027  0.09
C -5.432928 3.948904 8.798596  -0.15
H 4.733800 0.931982 -3.870274  0.10
H 15.071219 4.735503 1.750051  0.08
H 6.786800 -1.488456 -4.586864  0.14
H 5.513527 -4.997476 -2.766976  0.10
H 9.673028 0.330606 15.098345  0.08
H 6.257265 -5.329538 -8.437382  0.13
C -5.448931 5.921648 -6.055731  -0.19
O -3.977104 -9.376426 8.042608  -0.18
C -12.072022 0.335027 -10.777926  -0.18
H 3.918149 -6.852365 -3.807229  0.13
H 3.930838 1.669164 11.878228  0.12
H -5.030252 1.565905 7.192518  0.12
C 10.313673 4.233904 -9.680568  -0.18
H 9.060850 2.357647 2.386012  0.12
H 3.380909 -7.013557 -2.119347  0.14
H -3.926169 -10.187461 9.927653  0.09
H -11.934884 2.444917 -12.095152  0.12
H 7.253594 -3.932674 -7.915353  0.12
H -6.232323 2.829651 6.873718  0.12
H 1.899578 -7.387327 -4.511641  0.14
O 3.308814 -1.570827 12.032180  -0.19
C 6.295860 6.018278 -8.959410  -0.16
H -13.609093 3.549225 -13.354684  0.13
C -10.125163 2.804751 8.870809  -0.21
C 0.032214 -5.446201 -4.642729  -0.15
C 4.667750 -4.858967 -2.093497  -0.05
H 10.028027 3.673435 -10.570726  0.12
H 13.485449 2.148134 -0.296133  0.13
H -6.085561 -9.357733 10.798810  0.11
H -5.220248 4.267585 9.819038  0.09
H 4.004602 6.429579 -8.034714  0.08
C 11.578174 3.180325 -0.716150  -0.09
O 13.414411 4.051794 0.635203  -0.20
H 1.475883 -2.146175 11.098060  0.08
C 11.062357 2.768721 1.627618  -0.22
C 7.255907 1.382321 14.326033  -0.19
C 6.487747 -4.648933 -7.617776  -0.19
H -6.253699 4.561295 8.425195  0.09
H 8.007283 -6.886596 -5.634832  0.09
C -3.268116 -9.715142 9.198279  -0.11
O -7.162221 6.577032 -1.730238  -0.23
H -7.093615 6.610543 -5.067793  0.13
H -4.377203 -9.743379 14.947441  0.08
H 1.250802 -7.142033 -2.888938  0.14
C -5.715695 -8.412413 12.733585  -0.16
C -4.084504 -8.857674 14.383562  -0.12
H 6.985093 -2.128811 -6.848447  0.12
H -4.424726 6.296866 -8.489951  0.08
C 7.925254 -6.292056 -6.544723  -0.08
C -7.139365 0.993182 7.461772  -0.18
O -5.063551 -7.661075 10.352607  -0.18
O -0.687685 -4.170058 0.974582  -0.32
H 6.719051 1.640449 15.238852  0.12
C 0.734648 -2.102434 -6.077234  -0.09
H 13.559091 3.380578 -1.333669  0.11
H 1.200754 -2.351992 -7.030420  0.12
H 11.072954 4.145852 -0.740690  0.12
H 0.248880 -4.579685 -6.625587  0.14
H -6.306870 5.193674 -0.494697  0.08
H -16.157194 3.480728 -14.122279  0.09
H -11.675018 1.196857 10.357648  0.08
C 8.740791 -0.152094 15.391656  -0.10
H -7.174552 0.207081 8.216023  0.12
O 7.778300 0.062805 14.356189  -0.20
H 15.573238 3.645224 0.514471  0.08
H -12.113258 0.089728 9.080157  0.08
H 4.999595 6.524937 -6.576117  0.08
C -5.823274 8.230336 -3.113419  -0.17
H 6.071032 2.600326 13.009032  0.12
H -6.566498 -8.888135 13.221362  0.12
H -3.001619 -8.799964 14.493691  0.08
H 12.072640 2.540462 1.967229  0.11
H -2.749353 -8.820766 9.543352  0.09
O -5.297596 7.460473 -4.175520  -0.16
H -5.744134 -7.430049 13.205027  0.11
O -4.396015 -9.020973 12.990662  -0.17
H -7.476574 6.351115 0.294805  0.08
O 10.461270 3.371540 -8.517720  -0.17
H 8.852950 -5.732124 -6.662879  0.09
H -1.187265 -3.974105 -5.786752  0.15
H -17.034342 2.144205 -13.386022  0.09
C 13.078729 3.155811 -0.381392  -0.26
H -11.231114 0.401871 -11.468216  0.12
H 5.828486 0.054296 -2.930904  0.10
O 0.614199 -3.136754 -5.165299  -0.28
S -0.938791 -2.760144 1.121422  0.55
C 1.859515 -6.691999 -3.673179  -0.13
O -11.112006 1.903717 8.448890  -0.19
H 9.361055 -0.855893 3.654267  0.09
H -4.635341 -6.931262 8.519863  0.13
C 11.462848 2.409927 -8.705314  -0.13
O 8.024887 4.408169 -9.591706  -0.14
H -4.558125 4.122167 8.171866  0.09
H 9.292162 5.650524 -8.386972  0.12
H -11.815810 1.964216 -7.115315  0.08
C -7.244900 5.742386 -0.579187  -0.11
C 10.091565 2.135178 2.662113  -0.19
F -0.159908 -0.992324 3.026486  0.17
C 4.494436 5.841488 -7.258620  -0.10
C -5.917607 7.346825 -1.824045  -0.16
H -6.950232 -7.791627 11.019603  0.12
C -6.030193 -8.346765 11.202517  -0.14
H -8.013060 2.847581 9.247856  0.11
H -5.800196 7.905656 -0.895584  0.12
F -4.414248 -0.466228 -0.385604  0.13
H -10.472985 0.123656 9.501986  0.07
O 5.626507 5.230430 -7.878857  -0.21
C -6.090491 6.339307 -4.738734  -0.14
H -7.207887 0.382128 6.561760  0.13
H -0.733913 -5.311625 -3.879163  0.14
Mg 2.065783 -2.658080 -3.529720  1.46
H 11.876574 1.988829 -7.789006  0.08
O 10.176090 0.712746 2.661414  -0.19
H 4.464602 -4.733410 -7.005715  0.12
C -13.820365 2.506722 -13.116654  -0.19
H -12.388652 -0.707572 -10.749039  0.13
H -6.811433 8.619796 -3.358276  0.12
C -5.321853 -8.876481 8.195425  -0.18
F -3.492608 -0.878203 -2.297980  0.07
H -8.728591 1.362722 9.631838  0.11
F 0.519066 -2.995096 3.257471  0.16
O -12.665537 0.694495 -8.536922  -0.18
F -3.571037 -2.457466 -0.708902  0.12
C 9.615288 0.183851 3.860181  -0.12
H 6.142248 4.405613 -10.402235  0.13
C -12.235389 0.963572 -7.219091  -0.13
H 2.513377 -3.378541 11.765494  0.08
H 12.374388 2.852257 -9.107230  0.08
H 4.796716 -5.618313 -1.322217  0.10
C -11.555394 0.810736 -9.449248  -0.19
C -16.096581 2.422859 -13.866711  -0.12
H -5.076775 9.024496 -3.126182  0.13
H 7.760924 -6.980554 -7.373621  0.09
O -13.223554 0.923708 -11.412688  -0.10
H 5.026637 0.418184 11.257779  0.13
H 11.203454 4.778965 -9.995669  0.12
C -3.406613 -1.159332 -0.942956  -0.57
H 6.792465 1.224003 12.209456  0.11
C -5.441654 6.659051 -8.339056  -0.12
H 5.594576 -1.184778 -7.370326  0.13
C -12.984216 2.203235 -11.926019  -0.25
H 11.424964 2.698199 -1.681635  0.12
H 8.412265 0.150903 16.385822  0.09
O -5.728945 2.609897 8.801631  -0.21
H -4.363640 5.820536 -6.055405  0.12
H 4.552769 -3.852408 -1.691335  0.09
O 10.814205 2.373940 0.310115  -0.14
H -5.129898 6.598973 -1.915320  0.11
H 8.978675 -1.215610 15.412389  0.09
H 1.107903 -1.179953 -5.632473  0.11
O 6.835689 -5.367319 -6.435384  -0.21
O -15.186377 2.123836 -12.837926  -0.18
C 5.993621 -1.785553 -6.553059  -0.14
H 11.047460 1.580596 -9.277819  0.09
H 9.198484 6.156111 -9.975351  0.12
C 6.093514 -0.986938 -5.262087  -0.15
O 5.107692 0.631060 13.206750  -0.13
H 4.812645 -3.610552 -8.294059  0.12
H 4.066875 -0.180580 -2.751638  0.08
C 3.062861 -0.200075 12.174610  -0.20
H -13.484858 1.847155 -13.916976  0.13
C 5.137863 -3.929721 -7.303881  -0.18
O -8.358093 1.671510 7.580999  -0.13
H 3.858344 5.164753 -6.688079  0.08
H -6.054534 -9.623210 8.501465  0.11
H 2.502408 -0.065209 13.099701  0.13
H 1.563303 -2.549070 12.859220  0.08
C -8.744211 2.136149 8.863929  -0.20
H -13.135595 0.894756 -6.608346  0.09
C -0.140535 -4.251332 -5.661920  -0.10
H 14.718289 3.045591 1.990002  0.08
H -4.384545 -7.944346 14.897274  0.08
H -11.330768 1.875438 -9.512946  0.12
H 10.310339 0.295312 4.692393  0.09
S -1.676787 -0.537231 -0.202965  0.69
O 5.112770 -2.910128 -6.315336  -0.15
O -2.271831 -2.535803 1.735541  -0.32
C 6.878894 5.111019 -10.017724  -0.21
H 2.375618 -0.011140 11.349929  0.11
O 3.450810 -5.028391 -2.857424  -0.24
H 8.148271 1.978091 14.134050  0.12
C 3.251494 -6.451023 -3.043958  -0.14
O -1.227392 0.379498 -1.252697  -0.38
H 6.430795 0.022607 -5.496942  0.14
H -6.201314 5.945677 -8.658617  0.08
H 6.966255 6.833126 -8.686128  0.12
F 1.448967 -1.746963 1.788654  0.08
C 14.771318 3.825502 1.230380  -0.04
H 10.290251 2.453842 3.685386  0.12
H -5.772570 -8.687086 7.221212  0.11
C 2.126317 -2.375026 11.942253  -0.11
O -5.668109 7.004272 -6.994783  -0.21
O -1.907822 0.228579 1.027267  -0.30
H -6.387091 -7.019287 8.887094  0.12
H -10.346075 3.145691 9.882281  0.12
H -10.168121 3.632569 8.163022  0.13
C 0.268908 -2.052594 2.394353  -0.70
H -10.743614 0.215980 -9.030476  0.13
O 1.354720 -5.461188 -4.184329  -0.18
H 8.692007 0.673300 4.170172  0.08

Atoms 1-2, force components in eV/Å:
-0.2 0.1 -0.3
0.1 1.1 -1.0



# C8H9N4OP

A cluster of 2 separate species, C8H9N4OP in total at a distorted geometry (ωB97M-V/def2-TZVPD, OMol25).

Output
**Multiplicity**: 1
**Highest occupied orbital energy (alpha / beta)**: -9.31 / -9.39 eV
**Total charge**: 0
**HOMO-LUMO gap (alpha / beta)**: 6.38 / 8.55 eV
**Energy relative to the best compared isomer or geometry (same formula, charge and spin)**: 97.0 kcal per mole

Last column: Löwdin charge in e.
Positions of all 23 atoms, in Å:
H -3.614091 -0.277298 -1.301364  0.10
H -2.843179 1.311093 -1.519183  0.07
N 0.773344 -0.566085 -0.574352  -0.09
H 3.472015 2.646487 1.047128  0.11
H -2.999993 -1.476484 0.906616  0.10
H 5.289907 1.041818 0.941332  0.10
H 5.061891 -1.250115 0.152762  0.11
C 4.197405 -0.602406 0.175921  0.00
H -1.890515 -0.211216 -1.616310  0.08
C 4.313092 0.698132 0.626887  -0.08
C 2.934352 -1.043594 -0.248655  -0.21
N -2.497211 0.420297 0.285521  -0.10
C 2.022867 1.235362 0.296671  -0.18
H -1.904633 -0.571267 1.975699  0.08
C -2.709538 0.315656 -1.098065  -0.21
C 3.260382 1.649720 0.695524  -0.06
P 0.232324 1.331647 -0.373231  1.01
H -1.322786 -1.313625 0.442299  0.06
C -2.150442 -0.778034 0.934545  -0.19
N 2.267366 -2.115407 -0.774279  0.05
N 1.039781 -1.821423 -0.960829  -0.01
C 1.938729 -0.072785 -0.120261  -0.40
O 0.229343 1.925156 -1.697096  -0.33

Atoms 1-2, force components in eV/Å:
0.0 0.0 0.0
0.0 -0.1 -0.2



# C3H8N2OS

The molecule C3H8N2OS at a distorted geometry (ωB97M-V/def2-TZVPD, OMol25).

Output
**Multiplicity**: 1
**Highest occupied orbital energy**: -8.26 eV
**Total charge**: 0
**HOMO-LUMO gap**: 9.14 eV
**SMILES**: N/N=C/SCCO
**Energy relative to the best compared isomer or geometry (same formula, charge and spin)**: 67.6 kcal per mole

Last column: Löwdin charge in e.
Positions of all 15 atoms, in Å:
H 1.481016 0.662194 -0.966995  0.11
H 1.159750 2.413038 2.228754  0.07
C 1.621205 0.087855 0.044847  -0.47
C 0.934768 0.798783 1.237094  -0.34
H -0.134084 0.692200 1.066021  0.08
N -1.111535 -0.479707 -1.294462  -0.11
H -2.707484 0.420668 -2.133188  0.06
S 1.039369 -1.660729 -0.184541  0.82
H -3.081800 -0.786067 -1.076576  0.07
H 1.111602 0.123211 2.149240  0.13
C -0.742729 -1.552902 -0.668668  -0.46
O 1.504622 2.110096 1.390801  -0.06
N -2.418564 -0.443136 -1.741916  -0.01
H -1.301349 -2.430392 -0.342707  0.06
H 2.645212 0.044888 0.292297  0.04

Atoms 1-2, force components in eV/Å:
0.2 -1.0 2.0
0.0 0.4 0.3



# C21H19BrClN3O4

The molecule C21H19BrClN3O4 at a distorted geometry (ωB97M-V/def2-TZVPD, OMol25).

Output
**Multiplicity**: 1
**Highest occupied orbital energy**: -8.49 eV
**Total charge**: 0
**HOMO-LUMO gap**: 8.30 eV
**SMILES**: CC(C)[C@H](NC(=O)c1ccccc1Cl)C(=O)OCc1cc(=O)n2cc(Br)ccc2n1

Last column: Löwdin charge in e.
Positions of all 49 atoms, in Å:
H 4.626505 3.149817 0.133878  0.08
H 3.184598 1.765841 3.329780  0.08
H 2.086056 -5.726008 -1.141148  0.11
O -2.795063 -2.255866 -0.979217  0.06
C 0.401666 -2.991996 -0.103078  -0.01
O 0.248002 3.285740 0.273162  0.14
C -1.685236 1.096911 -1.548461  -0.23
H -4.803442 -1.972641 -0.052174  0.13
H 4.300382 1.463674 -0.231718  0.07
N 1.978684 0.159464 0.607366  0.09
C 1.097703 -0.836362 0.851397  -0.45
H -0.601762 -2.610640 0.002479  0.10
H -4.891706 2.921509 -0.321412  0.12
N -3.822422 -0.245329 -0.601051  0.11
C -3.792334 1.132897 -0.692517  -0.24
C -1.624585 -0.269821 -1.532588  0.07
Cl 4.145009 -1.836951 0.767493  0.74
C -6.012483 1.202915 0.276063  -0.09
C -2.711824 -1.047767 -1.049622  -0.40
H 3.979755 -4.352760 -0.365622  0.10
N -2.763108 1.790170 -1.159650  0.17
C 2.750359 -2.703942 0.205137  -0.58
C -0.474914 1.908696 -1.935097  -0.08
C 1.461774 -2.182176 0.303519  -0.13
Br -7.463556 -1.146346 1.067806  0.76
H -0.152942 1.688271 -2.955071  0.14
C 3.776533 1.764581 2.418147  -0.06
C 2.971235 -3.972553 -0.307971  -0.11
C 0.764167 2.226504 0.047479  -0.44
H 2.637752 3.347326 1.511653  0.14
H -0.742377 -0.796648 -1.857443  0.13
H 4.670295 2.359970 2.586739  0.08
C 0.614081 -4.251827 -0.627592  -0.06
H -6.880596 1.738743 0.626470  0.11
C 2.975187 2.338337 1.253509  -0.36
C -4.895092 -0.894834 -0.081611  -0.07
H 1.135719 1.444456 1.961655  0.17
C 3.832695 2.420570 -0.008646  -0.05
O 0.062176 -0.658505 1.465749  0.09
H 2.733270 0.018646 -0.043967  0.09
H 4.078861 0.742056 2.206038  0.05
H 3.236070 2.729677 -0.864050  0.08
C 1.699164 1.509532 1.020590  -0.19
C 1.904302 -4.742100 -0.736333  -0.07
O 0.598925 1.521695 -1.078215  0.01
C -4.935887 1.848396 -0.240371  0.02
H -0.690403 2.973690 -1.812498  0.13
H -0.228707 -4.845693 -0.944194  0.11
C -5.982490 -0.209305 0.355186  -0.66

Atoms 1-2, force components in eV/Å:
0.1 0.0 0.0
0.0 0.0 0.1